Below is the molecule C2H5NP2 in a non-equilibrium geometry, with properties calculated with ωB97M-V/def2-TZVPD.

```
! RIJCOSX wB97M-V def2-TZVPD def2/J DEFGRID3
* xyz 0 1
C -1.00 -1.47 -0.21
C -0.60 -0.20 -0.68
N -1.30 -2.49 0.23
P -1.62 1.17 0.02
P 1.52 -0.18 0.12
H -0.48 -0.13 -1.76
H -1.28 0.95 1.36
H -0.63 2.15 -0.14
H 1.18 -0.97 1.22
H 1.86 -1.30 -0.64
*
```

Calculated values
max |F|	3.2	eV/A
SMILES	N#CC(P)P
Kohn-Sham gap	9.25	eV
relative energy (zero: lowest compared OMol25 entry of this formula, charge and spin)	26.2	kcal per mole

Atomic partial charges in e from the Mulliken method, atoms 1 to 2: number 1, C, carries 0.301; number 2, C, carries -0.547

Below is a structure of composition C19H40BO13Ti in a non-equilibrium geometry, with properties calculated with ωB97M-V/def2-TZVPD.

```
! RIJCOSX wB97M-V def2-TZVPD def2/J DEFGRID3
* xyz 0 4
Ti 22.14 22.56 6.36
O 18.64 20.58 3.09
C 19.77 20.18 3.17
O 20.42 19.43 2.30
B 21.83 19.23 2.76
O 21.83 19.81 4.14
C 20.74 20.51 4.30
O 20.53 21.27 5.23
O 22.80 19.90 1.90
C 23.68 19.02 1.44
O 24.65 19.26 0.81
C 23.24 17.62 1.96
O 22.21 17.82 2.79
O 23.76 16.58 1.71
C 22.82 23.58 9.90
C 22.69 22.07 9.83
C 21.38 21.59 10.42
O 22.72 21.72 8.42
H 23.85 23.93 9.83
H 22.49 23.95 10.88
H 22.22 24.07 9.13
H 23.55 21.63 10.34
H 21.26 21.93 11.45
H 21.24 20.52 10.28
H 20.54 22.10 9.92
H 22.70 20.76 8.39
C 17.73 24.35 7.71
C 18.65 23.16 7.86
C 17.94 21.83 7.69
O 19.69 23.24 6.84
H 16.93 24.35 8.46
H 17.17 24.38 6.77
H 18.27 25.30 7.82
H 19.16 23.25 8.82
H 17.37 21.87 6.74
H 17.15 21.66 8.42
H 18.65 21.01 7.66
H 19.36 22.70 6.11
C 23.62 26.84 5.65
C 22.87 25.74 6.39
C 21.49 26.18 6.88
O 22.72 24.61 5.49
H 24.67 26.57 5.56
H 23.60 27.78 6.21
H 23.24 27.03 4.64
H 23.47 25.34 7.21
H 20.73 26.00 6.12
H 21.44 27.22 7.21
H 21.19 25.56 7.72
H 22.41 24.95 4.63
C 25.82 22.86 4.30
C 25.05 21.62 3.93
C 25.83 20.33 3.99
O 23.95 21.55 4.89
H 26.09 22.88 5.35
H 25.19 23.72 4.05
H 26.72 22.99 3.70
H 24.61 21.74 2.94
H 26.53 20.29 4.83
H 26.44 20.18 3.09
H 25.17 19.45 3.99
H 23.76 20.62 5.05
C 21.38 23.10 2.04
C 21.00 24.50 2.49
C 20.03 24.56 3.63
O 22.17 25.24 2.92
H 21.98 22.54 2.77
H 22.00 23.13 1.14
H 20.48 22.56 1.75
H 20.55 24.99 1.62
H 19.02 24.28 3.32
H 19.88 25.59 3.98
H 20.25 23.92 4.49
H 22.84 25.16 2.23
*
```

Calculated values
<S²>	3.76
max |F|	1.4	eV/A
Kohn-Sham gap (spin up / spin down)	4.57 / 9.29	eV
relative energy (zero: lowest compared OMol25 entry of this formula, charge and spin)	0.0	kcal per mole

Atomic partial charges in e from the Mulliken method, atoms 1 to 2: number 1, Ti, carries 0.481; number 2, O, carries -0.624

Below is the molecule C16H18BNO3 in a non-equilibrium geometry, with properties calculated with ωB97M-V/def2-TZVPD.

```
! RIJCOSX wB97M-V def2-TZVPD def2/J DEFGRID3
* xyz 0 1
O 4.97 2.67 1.91
O -0.68 1.57 1.33
O 4.86 1.34 3.94
B 4.21 1.92 2.87
C -2.31 0.77 -0.22
C -0.32 -0.49 -0.07
C 0.26 0.30 3.22
C 1.59 1.94 1.96
C 1.38 0.02 3.97
C -2.78 -0.11 -1.21
C -0.73 -1.35 -1.04
C -1.07 0.62 0.39
C 0.39 1.27 2.18
C 2.69 1.62 2.71
C 2.56 0.69 3.76
C -1.98 -1.17 -1.63
N -2.40 -1.55 -4.04
C 3.84 0.59 4.55
C -3.14 -0.32 -4.38
C -1.06 -1.62 -4.54
C -2.52 -2.08 -2.65
H 5.88 2.56 2.26
H -3.02 1.48 0.13
H 0.65 -0.65 0.38
H -0.68 -0.13 3.49
H 1.66 2.66 1.16
H 1.38 -0.65 4.80
H -3.76 0.00 -1.67
H -0.12 -2.13 -1.43
H 4.23 -0.45 4.60
H 3.71 0.99 5.60
H -4.19 -0.44 -4.15
H -3.01 -0.06 -5.43
H -2.80 0.54 -3.79
H -0.41 -0.92 -4.02
H -0.64 -2.61 -4.31
H -0.97 -1.48 -5.61
H -3.59 -2.24 -2.44
H -2.09 -3.10 -2.59
*
```

Calculated values
max |F|	4.3	eV/A
SMILES	CN(C)Cc1ccc(Oc2ccc3c(c2)B(O)OC3)cc1
Kohn-Sham gap	8.62	eV
relative energy (zero: lowest compared OMol25 entry of this formula, charge and spin)	0.0	kcal per mole

Atomic partial charges in e from the Mulliken method, atoms 1 to 2: number 1, O, carries -0.584; number 2, O, carries -0.519

Below is a structure of composition C24H19IrN6O3S in a non-equilibrium geometry, with properties calculated with ωB97M-V/def2-TZVPD.

```
! RIJCOSX wB97M-V def2-TZVPD def2/J DEFGRID3
* xyz 0 5
Ir -2.57 2.37 -0.01
N -4.76 1.68 -3.78
C -3.93 2.12 -2.73
S -4.42 1.64 -1.07
N -2.99 2.92 -3.05
N -2.40 3.50 -1.88
C -2.35 4.79 -1.92
C -2.14 5.58 -0.78
C -1.63 6.90 -0.92
C -1.59 7.81 0.10
C -2.27 7.53 1.27
C -2.71 6.25 1.40
C -2.63 5.20 0.47
O -3.13 4.03 0.83
H -5.61 1.35 -3.39
H -4.88 2.35 -4.53
H -2.79 5.27 -2.80
H -1.22 7.10 -1.89
H -1.13 8.74 -0.19
H -2.48 8.28 2.04
H -3.28 6.04 2.28
C 4.59 -9.01 1.10
O 3.77 -7.97 1.62
C 3.55 -6.70 1.16
C 3.08 -6.26 -0.11
C 2.91 -4.90 -0.31
C 3.27 -3.91 0.62
C 3.63 -4.33 1.93
C 3.81 -5.72 2.15
N 2.76 -2.45 0.18
N 2.46 -1.71 1.11
C 1.75 -0.52 0.79
C 2.13 0.74 1.47
C 1.32 1.82 1.57
C 0.07 1.73 0.82
O -0.79 2.63 0.98
C -0.37 0.50 0.23
N -1.67 0.61 -0.31
C -2.18 -0.49 -0.74
C -1.44 -1.72 -1.03
C -0.10 -1.74 -0.55
C 0.47 -0.62 0.11
H 4.79 -9.73 1.94
H 5.50 -8.57 0.75
H 4.06 -9.60 0.34
H 2.98 -7.11 -0.80
H 2.57 -4.41 -1.18
H 3.76 -3.61 2.73
H 4.37 -6.09 2.95
H 3.03 0.71 2.04
H 1.64 2.71 2.21
H -3.21 -0.55 -0.98
H -2.02 -2.52 -1.42
H 0.42 -2.63 -0.83
*
```

Calculated values
<S²>	6.05
max |F|	6.4	eV/A
Kohn-Sham gap (spin up / spin down)	5.39 / 6.27	eV

Atomic partial charges in e from the Mulliken method, atoms 1 to 2: number 1, Ir, carries 1.161; number 2, N, carries -0.522

Below is the molecule C5H5NO3, with properties calculated with ωB97M-V/def2-TZVPD.

```
! RIJCOSX wB97M-V def2-TZVPD def2/J DEFGRID3
* xyz 0 1
C 0.78 -0.98 -0.40
N -0.50 -1.01 -1.04
C -0.69 0.29 -1.38
C 0.69 0.91 -0.54
C 0.08 1.15 0.68
C -0.54 1.16 1.82
O 0.88 -1.72 0.73
O -1.44 0.85 -2.11
O 1.56 1.50 -1.19
H 0.06 -1.62 1.25
H -0.96 -1.82 -1.46
H 1.67 -1.09 -1.01
H -1.54 1.58 1.93
H -0.05 0.79 2.71
*
```

Calculated values
max |F|	0.6	eV/A
Kohn-Sham gap (spin up / spin down)	7.40 / 7.41	eV
relative energy (zero: lowest compared OMol25 entry of this formula, charge and spin)	100.6	kcal per mole

Atomic partial charges in e from the Mulliken method, atoms 1 to 2: number 1, C, carries -0.163; number 2, N, carries -0.136

Below is a structure of composition C34H36CrFN3OSSb in a non-equilibrium geometry, with properties calculated with ωB97M-V/def2-TZVPD.

```
! RIJCOSX wB97M-V def2-TZVPD def2/J DEFGRID3
* xyz -1 5
Cr -1.19 0.85 0.40
F -6.37 5.10 0.26
C -5.33 4.21 0.27
C -4.03 4.68 0.20
C -3.00 3.76 0.20
C -3.16 2.36 0.30
C -4.52 1.98 0.33
C -5.59 2.86 0.31
H -3.85 5.75 0.13
H -1.98 4.10 0.11
H -4.72 0.91 0.34
H -6.62 2.52 0.34
N -2.59 -1.87 2.82
C -3.17 -0.86 2.17
N -3.81 0.07 2.88
S -3.14 -0.70 0.47
H -2.61 -1.95 3.82
H -2.08 -2.55 2.28
H -3.86 0.05 3.89
H -4.21 0.86 2.39
O 0.47 0.41 0.39
C 2.38 1.64 -3.51
N 2.17 2.18 -2.15
C 2.77 1.30 -1.12
C 0.71 2.49 -1.94
C 0.43 3.29 -0.70
C 0.88 4.62 -0.67
C 0.68 5.41 0.45
C 0.02 4.88 1.55
C -0.47 3.58 1.49
C -0.28 2.75 0.38
H 3.45 1.49 -3.66
H 2.01 2.36 -4.24
H 1.85 0.69 -3.59
H 2.70 3.10 -2.11
H 2.23 0.37 -1.08
H 2.71 1.80 -0.16
H 3.81 1.15 -1.41
H 0.17 1.54 -1.92
H 0.43 3.04 -2.83
H 1.39 5.03 -1.53
H 1.04 6.44 0.46
H -0.12 5.48 2.44
H -1.00 3.19 2.35
C 0.98 -6.97 0.74
C 1.93 -6.13 0.15
C 1.69 -4.77 0.06
C 0.52 -4.19 0.55
C -0.41 -5.05 1.13
C -0.19 -6.42 1.23
Sb 0.03 -2.01 0.48
C 1.83 -1.58 1.57
C 1.65 -1.14 2.88
C 2.73 -0.82 3.68
C 4.02 -0.93 3.19
C 4.22 -1.37 1.89
C 3.14 -1.69 1.09
C 0.19 -1.97 -1.66
C -0.99 -1.85 -2.39
C -0.96 -1.81 -3.78
C 0.25 -1.90 -4.45
C 1.43 -2.02 -3.74
C 1.40 -2.06 -2.35
H 1.16 -8.03 0.80
H 2.85 -6.55 -0.24
H 2.45 -4.14 -0.40
H -1.35 -4.65 1.52
H -0.94 -7.06 1.68
H 0.64 -1.03 3.27
H 2.56 -0.47 4.70
H 4.87 -0.68 3.82
H 5.23 -1.46 1.50
H 3.32 -2.02 0.07
H -1.94 -1.78 -1.87
H -1.89 -1.71 -4.33
H 0.27 -1.86 -5.54
H 2.38 -2.08 -4.26
H 2.33 -2.14 -1.81
*
```

Calculated values
<S²>	6.16
max |F|	2.3	eV/A
Kohn-Sham gap (spin up / spin down)	2.09 / 6.88	eV

Atomic partial charges in e from the Mulliken method, atoms 1 to 2: number 1, Cr, carries -0.844; number 2, F, carries -0.371

Below is a structure of composition C23H27AsN4PdS in a non-equilibrium geometry, with properties calculated with ωB97M-V/def2-TZVPD.

```
! RIJCOSX wB97M-V def2-TZVPD def2/J DEFGRID3
* xyz 0 1
Pd -0.42 0.04 0.09
S 1.86 -0.49 0.24
C 2.14 -0.39 1.96
N 3.36 -0.35 2.39
N 3.66 -0.43 3.71
C 3.09 -1.23 4.71
C 2.39 -2.41 4.43
C 1.91 -3.19 5.47
C 2.12 -2.82 6.80
C 2.83 -1.66 7.07
C 3.31 -0.87 6.03
N 1.12 -0.34 2.97
N -0.05 -0.18 2.57
C -1.01 -0.05 3.65
C -0.69 -0.20 5.00
C -1.68 -0.08 5.95
C -3.00 0.19 5.57
C -3.31 0.33 4.23
C -2.31 0.21 3.27
H 4.59 -0.11 3.89
H 2.23 -2.71 3.41
H 1.37 -4.10 5.24
H 1.74 -3.43 7.60
H 3.01 -1.36 8.09
H 3.85 0.05 6.25
H 0.34 -0.41 5.28
H -1.44 -0.19 6.99
H -3.77 0.28 6.32
H -4.33 0.54 3.92
H -2.53 0.32 2.21
C -0.03 2.02 -0.18
C 0.36 2.21 -1.60
C -0.62 2.34 -2.59
C -0.29 2.45 -3.93
C 1.05 2.45 -4.31
C 2.04 2.37 -3.33
C 1.70 2.26 -1.99
H -0.98 2.49 0.07
H 0.75 2.26 0.53
H -1.66 2.36 -2.29
H -1.06 2.54 -4.67
H 1.32 2.53 -5.35
H 3.08 2.39 -3.62
H 2.47 2.17 -1.24
C -3.23 -0.30 -2.65
As -2.73 -0.12 -0.78
C -3.70 -1.65 -0.06
C -3.91 1.35 -0.29
H -4.31 -0.36 -2.72
H -2.78 -1.20 -3.06
H -2.87 0.56 -3.21
H -4.76 -1.43 0.00
H -3.32 -1.90 0.93
H -3.54 -2.50 -0.73
H -4.94 1.01 -0.22
H -3.85 2.12 -1.07
H -3.60 1.79 0.65
*
```

Calculated values
max |F|	1.2	eV/A
Kohn-Sham gap (spin up / spin down)	6.30 / 6.30	eV
relative energy (zero: lowest compared OMol25 entry of this formula, charge and spin)	6.8	kcal per mole

Atomic partial charges in e from the Mulliken method, atoms 1 to 2: number 1, Pd, carries -0.299; number 2, S, carries -0.271

Below is the molecule C16H30BN3O7S2 in a non-equilibrium geometry, with properties calculated with ωB97M-V/def2-TZVPD.

```
! RIJCOSX wB97M-V def2-TZVPD def2/J DEFGRID3
* xyz 0 1
C -4.16 -1.33 -2.31
C -3.39 -0.04 -2.49
O -2.30 -0.04 -3.01
N -4.07 1.13 -2.08
C -3.70 2.30 -2.87
C -4.05 1.34 -0.62
C -2.93 2.26 -0.10
C -2.47 1.85 1.33
C -0.95 1.98 1.56
C -0.06 0.99 0.77
N -0.71 0.15 -0.20
C -1.25 -0.88 0.16
S -2.12 -2.07 0.67
O 0.78 1.90 -0.08
S 1.99 2.46 0.79
O 3.18 2.55 0.03
O 1.65 3.68 1.45
O 2.02 1.31 1.93
C 1.07 0.27 1.54
C 1.86 -0.69 0.62
C 3.36 -0.77 0.91
C 4.07 -1.97 0.22
C 3.39 -2.52 -1.04
C 3.66 -1.65 -2.28
N 2.59 -1.84 -3.29
C 0.58 -0.31 2.88
B 1.41 -1.53 3.48
O 1.85 -1.48 4.78
O 1.69 -2.68 2.79
H -3.51 -2.15 -2.02
H -4.59 -1.59 -3.28
H -5.00 -1.21 -1.63
H -2.65 2.58 -2.79
H -4.37 3.13 -2.65
H -3.87 2.06 -3.92
H -5.01 1.77 -0.30
H -4.01 0.36 -0.15
H -3.31 3.28 -0.03
H -2.05 2.23 -0.74
H -2.77 0.83 1.60
H -2.95 2.52 2.05
H -0.76 1.92 2.63
H -0.68 2.99 1.27
H 1.39 -1.68 0.67
H 1.74 -0.38 -0.42
H 3.56 -0.84 1.98
H 3.84 0.15 0.58
H 5.05 -1.60 -0.10
H 4.27 -2.78 0.92
H 3.86 -3.48 -1.25
H 2.33 -2.73 -0.92
H 3.77 -0.59 -2.02
H 4.57 -2.04 -2.74
H 3.01 -1.66 -4.20
H 1.91 -1.10 -3.18
H -0.46 -0.63 2.83
H 0.62 0.51 3.60
H 1.35 -0.83 5.29
H 1.74 -3.43 3.38
*
```

Calculated values
max |F|	2.5	eV/A
SMILES	CC(=O)N(C)CCCC[C@@]1(N=C=S)OS(=O)(=O)O[C@@]1(CCCCCN)CB(O)O
Kohn-Sham gap	8.97	eV

Atomic partial charges in e from the Mulliken method, atoms 1 to 2: number 1, C, carries -1.122; number 2, C, carries 0.581

Below is a structure of composition C14H50Li2N10O20 in a non-equilibrium geometry, with properties calculated with ωB97M-V/def2-TZVPD.

```
! RIJCOSX wB97M-V def2-TZVPD def2/J DEFGRID3
* xyz 0 1
Li 2.91 -3.55 1.60
Li 4.32 -1.36 -0.98
C 1.16 1.12 -1.12
C -0.12 1.11 -0.54
C -0.45 0.02 0.44
O -1.58 -0.07 0.93
C 0.54 -0.91 0.80
C 1.81 -0.90 0.28
C 2.10 0.16 -0.82
O 3.26 0.11 -1.32
O 2.71 -1.73 0.61
O -0.96 1.98 -0.83
H 1.51 1.92 -1.76
H 0.30 -1.71 1.48
O 4.43 -3.20 -1.48
H 4.86 -3.68 -2.19
H 3.73 -3.78 -1.17
O 1.24 -3.64 2.77
H 0.47 -3.05 2.81
H 1.06 -4.30 3.44
O -1.79 -4.22 0.11
H -2.04 -4.04 -0.80
H -1.54 -3.37 0.48
O -2.17 2.38 -3.68
H -1.72 2.12 -2.87
H -2.78 3.07 -3.39
O 4.13 2.75 -0.94
H 4.85 2.73 -1.58
H 3.67 1.90 -1.06
O 5.36 -0.42 -2.99
H 4.95 -0.19 -3.83
H 4.78 -0.01 -2.33
O 4.79 -0.61 3.23
H 4.72 -0.83 4.17
H 4.39 -1.35 2.77
O 1.68 4.33 -0.35
H 1.30 3.47 -0.13
H 2.62 4.23 -0.15
O 0.12 1.02 -4.63
H 0.58 1.18 -3.80
H -0.73 1.48 -4.53
O 0.37 4.97 -2.82
H -0.54 5.29 -2.85
H 0.46 4.51 -1.98
C 0.31 -0.41 4.87
O 0.18 -0.64 6.06
N 1.53 -0.15 4.32
N -0.74 -0.33 3.99
H 2.31 -0.30 4.94
H 1.75 0.27 3.43
H -1.68 -0.24 4.30
H -0.52 -0.18 3.02
C -2.68 -3.51 3.24
O -1.54 -3.93 3.35
N -3.77 -4.21 3.72
N -3.04 -2.38 2.56
H -4.68 -3.84 3.53
H -3.67 -5.07 4.21
H -2.33 -1.80 2.12
H -4.01 -2.15 2.47
C -4.93 -0.91 -0.89
O -5.68 -1.33 -1.75
N -3.78 -1.50 -0.44
N -5.08 0.30 -0.27
H -3.44 -2.31 -0.92
H -3.31 -1.12 0.36
H -4.45 0.60 0.46
H -5.81 0.93 -0.54
C 0.40 3.01 2.72
O 1.46 2.79 2.14
N 0.33 3.19 4.08
N -0.78 3.25 2.06
H -0.44 3.69 4.47
H 1.22 3.15 4.55
H -1.62 3.07 2.58
H -0.77 3.13 1.06
C -2.60 4.23 0.01
O -3.11 5.13 0.66
N -1.70 4.42 -1.00
N -2.96 2.92 0.20
H -1.30 3.61 -1.44
H -1.38 5.36 -1.14
H -2.30 2.17 -0.01
H -3.60 2.78 0.96
C 2.01 -2.30 -4.45
C 0.48 -2.49 -4.30
C 0.00 -2.30 -2.86
O -0.25 -1.65 -5.17
H 2.25 -1.25 -4.65
H 2.40 -2.92 -5.26
H 2.44 -2.53 -3.48
H 0.39 -3.57 -4.51
H 0.45 -3.07 -2.21
H -1.07 -2.46 -2.83
H 0.26 -1.33 -2.43
H 0.09 -0.77 -4.93
*
```

Calculated values
max |F|	1.9	eV/A
Kohn-Sham gap	6.93	eV

Atomic partial charges in e from the Mulliken method, atoms 1 to 2: number 1, Li, carries 0.822; number 2, Li, carries 0.730

Below is a cluster of 3 separate species, H9N3 in total, with properties calculated with ωB97M-V/def2-TZVPD.

```
! RIJCOSX wB97M-V def2-TZVPD def2/J DEFGRID3
* xyz 0 1
N 1.24 1.07 0.80
H 1.19 1.56 1.67
H 2.15 1.13 0.37
H 0.99 0.09 0.88
N -1.12 -0.72 3.06
H -1.82 -0.51 3.76
H -0.32 -0.11 3.14
H -1.51 -0.66 2.15
N -0.07 -0.40 -3.93
H -0.17 -1.22 -3.36
H -0.35 0.47 -3.54
H -0.17 -0.49 -4.91
*
```

Calculated values
max |F|	1.0	eV/A
SMILES	N.N.N
Kohn-Sham gap	10.30	eV
relative energy (zero: lowest compared OMol25 entry of this formula, charge and spin)	4.3	kcal per mole

Atomic partial charges in e from the Mulliken method, atoms 1 to 2: number 1, N, carries -0.633; number 2, H, carries 0.209